## P
Below is one molecule with the formula C18H21N3O2, with properties calculated with wB97M-V/def2-TZVPD.

Last column: Löwdin charge in e.
Positions of all 44 atoms, in Å:
C (3.90193, 1.07783, -1.88970)  -0.08
C (2.67344, 1.96698, -1.70481)  -0.41
C (1.99513, 2.23909, -3.04440)  -0.07
C (1.67862, 1.34409, -0.71469)  -0.16
N (1.15129, 0.08572, -1.18414)  0.08
C (-0.17171, -0.13629, -1.30500)  -0.48
O (-1.02299, 0.72442, -1.17265)  0.08
C (-0.52508, -1.53630, -1.70865)  -0.08
C (0.04699, -2.11604, -2.83261)  -0.02
C (-0.38662, -3.34744, -3.29174)  -0.08
C (-1.40914, -4.00707, -2.63011)  -0.08
C (-1.97434, -3.45312, -1.49687)  -0.02
C (-1.52955, -2.22426, -1.02167)  -0.18
N (-2.08531, -1.67441, 0.13678)  0.14
C (-1.33756, -1.00959, 1.08841)  -0.51
O (-0.12786, -1.05857, 1.11477)  0.09
N (-2.12715, -0.35534, 1.99684)  0.15
C (-1.72614, 0.44059, 3.07332)  -0.22
C (-0.40299, 0.54018, 3.49132)  -0.01
C (-0.08367, 1.33633, 4.57601)  -0.08
C (-1.06538, 2.03492, 5.25754)  -0.10
C (-2.38317, 1.93530, 4.84391)  -0.09
C (-2.71343, 1.14480, 3.76051)  -0.04
H (4.64311, 1.58226, -2.50554)  0.08
H (4.35697, 0.84503, -0.92933)  0.08
H (3.63289, 0.14639, -2.38273)  0.07
H (2.99741, 2.92041, -1.27335)  0.13
H (1.13319, 2.88739, -2.90951)  0.08
H (2.68687, 2.71821, -3.73360)  0.07
H (1.65150, 1.30852, -3.49019)  0.07
H (2.16049, 1.19906, 0.25833)  0.13
H (0.81952, 2.00655, -0.58371)  0.12
H (1.76269, -0.71369, -1.14635)  0.15
H (0.81700, -1.58032, -3.36902)  0.11
H (0.06139, -3.78512, -4.17089)  0.10
H (-1.76366, -4.96000, -2.99373)  0.10
H (-2.76450, -3.97138, -0.97235)  0.11
H (-3.05679, -1.87451, 0.31657)  0.15
H (-3.11241, -0.29200, 1.78153)  0.14
H (0.36231, 0.00001, 2.96104)  0.10
H (0.94670, 1.40920, 4.89154)  0.10
H (-0.80735, 2.65340, 6.10389)  0.10
H (-3.15883, 2.47619, 5.36593)  0.10
H (-3.74382, 1.07262, 3.43909)  0.11

## Properties
- SMILES: CC(C)CNC(=O)c1ccccc1NC(=O)Nc1ccccc1
- Spin multiplicity: 1
- Total charge: 0
- E_HOMO: -8.3 eV

***

## Q
Below is one molecule with the formula C18H21N3O2, with properties calculated with wB97M-V/def2-TZVPD.

Last column: Löwdin charge in e.
Positions of all 44 atoms, in Å:
O (-3.03864, -2.72023, 0.06254)  0.05
C (-2.39416, -1.67373, 0.13816)  -0.40
N (-1.10624, -1.65428, 0.52447)  0.08
C (-0.39667, -2.85575, 0.90524)  -0.17
C (0.98052, -2.92257, 0.25339)  -0.16
C (1.97845, -1.97094, 0.93572)  -0.24
N (3.25540, -1.81250, 0.27212)  -0.07
C (3.20141, -1.16655, -1.03472)  -0.19
C (2.53710, 0.17971, -0.92724)  -0.25
C (3.07611, 1.14802, -0.08826)  -0.04
C (2.46622, 2.38207, 0.04053)  -0.07
C (1.31226, 2.66519, -0.67165)  -0.09
C (0.76656, 1.70563, -1.50543)  -0.08
C (1.37358, 0.46727, -1.62737)  -0.05
C (-2.98253, -0.36809, -0.29213)  -0.16
N (-3.97155, -0.29706, -1.10516)  0.06
O (-4.57924, -1.38663, -1.58407)  0.00
C (-2.45769, 0.91558, 0.19296)  -0.18
C (-1.92318, 1.05119, 1.47359)  -0.04
C (-1.47349, 2.28213, 1.91625)  -0.07
C (-1.56288, 3.39436, 1.09757)  -0.10
C (-2.11452, 3.27354, -0.16806)  -0.09
C (-2.55607, 2.04543, -0.61907)  -0.04
H (-0.59854, -0.78266, 0.51984)  0.12
H (-1.02160, -3.69542, 0.58922)  0.12
H (-0.29388, -2.89315, 1.99696)  0.13
H (0.87938, -2.66318, -0.80186)  0.10
H (1.35689, -3.94582, 0.31512)  0.12
H (1.54030, -0.97231, 1.02326)  0.11
H (2.18345, -2.33521, 1.94698)  0.12
H (3.72073, -2.71077, 0.18891)  0.11
H (4.23808, -1.03495, -1.36219)  0.12
H (2.68497, -1.77049, -1.79929)  0.11
H (3.97297, 0.91697, 0.46612)  0.12
H (2.89384, 3.12811, 0.69420)  0.10
H (0.83871, 3.63038, -0.57782)  0.10
H (-0.13512, 1.91936, -2.05937)  0.10
H (0.94070, -0.27772, -2.28125)  0.11
H (-4.22765, -2.20463, -1.14817)  0.08
H (-1.89329, 0.20313, 2.14300)  0.12
H (-1.06197, 2.37367, 2.91057)  0.10
H (-1.21488, 4.35382, 1.45032)  0.10
H (-2.20004, 4.14158, -0.80517)  0.11
H (-2.99376, 1.93751, -1.59873)  0.11

## Properties
- SMILES: O=C(NCCCNCc1ccccc1)/C(=N\O)c1ccccc1
- Spin multiplicity: 1
- Total charge: 0
- E_HOMO: -8.8 eV

***

Preferred: P; penalty for the next structure: 64.3 kcal/mol.

***

## P
Below is a 3-piece molecular cluster, C3H14N2O2S overall, with properties calculated with wB97M-V/def2-TZVPD.

Last column: Löwdin charge in e.
Positions of all 22 atoms, in Å:
N (1.45084, 0.31012, -2.21580)  -0.04
C (0.10164, 0.87920, -2.21152)  -0.24
C (-0.91255, 0.22632, -1.09578)  -0.47
N (-2.09322, -0.22872, -1.70825)  0.04
C (-1.10359, 1.34352, -0.08309)  -0.52
S (-2.23130, 0.90701, 1.33671)  0.65
H (1.47705, -0.43533, -2.95002)  0.08
H (1.77210, -0.04849, -1.27571)  0.08
H (-0.21754, 0.83232, -3.42223)  0.17
H (0.13673, 1.86781, -2.18806)  0.02
H (-0.39615, -0.58410, -0.69366)  0.10
H (-2.22121, -1.22884, -1.59544)  0.10
H (-2.28256, 0.31781, -2.47792)  0.05
H (-1.61328, 2.18866, -0.58848)  0.07
H (-0.11854, 1.63805, 0.46297)  0.10
H (-3.08681, 0.11473, 0.70350)  -0.18
O (1.76876, -3.39902, 1.88603)  -0.05
H (2.36997, -4.00658, 1.51579)  0.00
H (2.18911, -2.50762, 1.80080)  0.04
O (4.04831, -0.14741, 2.20411)  -0.06
H (3.91678, 0.57010, 2.77827)  0.00
H (3.22221, -0.12324, 1.63227)  0.06

## Properties
- SMILES: NC[C@H](N)CS.O.O
- Spin multiplicity: 1
- Total charge: 0
- E_HOMO: -8.6 eV

***

## Q
Below is a 4-piece molecular cluster, C3H14N2O2S overall, with properties calculated with wB97M-V/def2-TZVPD.

Last column: Löwdin charge in e.
Positions of all 22 atoms, in Å:
N (0.86583, -0.49853, 0.55339)  0.07
C (-0.08997, 0.34673, 1.23353)  -0.52
C (-1.14069, -0.40897, 2.05371)  -0.48
S (-2.13706, -1.37097, 0.81647)  0.73
C (-0.73413, 1.31509, 0.24812)  -0.27
N (0.22359, 2.32979, -0.21269)  0.11
H (0.25600, -1.23529, 0.18103)  0.02
H (-0.39488, -4.21200, 0.59001)  0.02
H (-0.48807, -3.92609, -0.11960)  0.01
H (0.53238, 1.01872, 1.85588)  0.15
H (-0.75425, -1.12297, 2.80064)  0.09
H (-1.82035, 0.29763, 2.57434)  0.08
H (-1.64487, 1.76403, 0.66635)  0.13
H (-1.04081, 0.67210, -0.60428)  0.11
H (-0.15283, 2.85947, -1.04385)  0.13
H (1.10128, 1.89477, -0.63599)  0.04
H (2.86778, 1.24838, -1.55369)  -0.04
H (1.30539, 0.00287, -0.24814)  0.03
O (1.99381, 0.94872, -1.62478)  -0.31
H (0.11134, -1.33184, -2.77154)  -0.02
H (1.01578, -0.08257, -2.35953)  -0.01
O (0.12474, -0.50910, -2.39936)  -0.07

## Properties
- Spin multiplicity: 1
- Total charge: 0
- E_HOMO: -8.7 eV

***

Preferred: P; penalty for the next structure: 119.5 kcal/mol.

***

## P
Below is C6H11N2S as an isolated structure, with properties calculated with wB97M-V/def2-TZVPD.

Last column: Löwdin charge in e.
Positions of all 20 atoms, in Å:
C (-2.68319, -1.28968, -0.01968)  -0.20
C (-3.42169, -0.14696, -0.09111)  -0.31
C (1.38946, 1.12779, 1.20440)  0.01
C (1.32633, 0.88864, -1.37319)  0.00
C (1.40810, -1.07956, 0.18086)  -0.04
C (1.31826, 0.30650, -0.06390)  -0.30
N (-1.39499, -1.12469, 0.19638)  -0.06
N (-1.01789, 0.06945, 0.23683)  -0.35
S (-2.28809, 1.10499, -0.03840)  1.09
H (-3.10056, -2.20227, 0.08469)  0.09
H (-4.48073, -0.09053, -0.17789)  0.09
H (1.14764, 0.41647, 1.92819)  0.07
H (2.50662, 1.12106, 1.24204)  0.14
H (0.87326, 2.07693, 1.20904)  0.10
H (0.83082, 0.45705, -2.22737)  0.12
H (0.97871, 1.88004, -1.28626)  0.09
H (2.41389, 0.82618, -1.62244)  0.16
H (1.61582, -1.56119, -0.72030)  0.09
H (2.17454, -1.44612, 0.90194)  0.15
H (0.40370, -1.33411, 0.43615)  0.06

## Properties
- Spin multiplicity: 1
- Total charge: +1
- E_HOMO: -14.4 eV

***

## Q
Below is C6H11N2S as an isolated structure, with properties calculated with wB97M-V/def2-TZVPD.

Last column: Löwdin charge in e.
Positions of all 20 atoms, in Å:
C (-2.54099, 0.38393, -1.29240)  -0.40
C (0.35401, -1.10829, 0.08051)  -0.29
C (-2.15580, 1.75478, -1.04444)  -0.27
C (-0.91303, 1.85831, -0.12497)  -0.18
C (0.35817, 1.19894, -0.70573)  -0.18
C (1.94295, -2.42438, 1.44307)  -0.02
N (0.88778, 0.08270, 0.08036)  0.01
N (0.74160, -2.20017, 0.65282)  -0.01
S (-1.76793, -0.95652, -0.96669)  1.01
H (-1.97403, 2.23973, -2.01056)  0.14
H (-2.99744, 2.29334, -0.59702)  0.13
H (-0.72537, 2.91404, 0.07089)  0.12
H (-1.15878, 1.38281, 0.82663)  0.12
H (0.15680, 0.83771, -1.71694)  0.12
H (1.15500, 1.93858, -0.77452)  0.13
H (1.66865, -2.63077, 2.47849)  0.10
H (2.59538, -1.55628, 1.41246)  0.08
H (2.48322, -3.28431, 1.04744)  0.10
H (1.74002, 0.29050, 0.59449)  0.15
H (0.14979, -3.01465, 0.54611)  0.15

## Properties
- Spin multiplicity: 1
- Total charge: +1
- E_HOMO (spin up / spin down): -12.8 / -12.8 eV

***

Preferred: Q; penalty for the next structure: 6.3 kcal/mol.